# 1
DFT (ωB97M-V/def2-TZVPD) results for a molecular structure, C60H46CdN7O8.

```
122
Properties=species:S:1:pos:R:3:forces:R:3
Cd -0.4265 -0.2178 0.0664 -0.5 0.1 0.1
C 0.7860 6.1237 7.7781 -0.1 0.0 0.0
O -0.3512 5.4562 7.2697 0.1 0.1 0.2
C -0.1582 4.6920 6.1543 0.0 -0.1 -0.1
C -1.2379 3.9209 5.7368 -0.1 -0.1 -0.1
C -1.1270 3.1211 4.6105 0.0 -0.1 0.1
C 0.0520 3.0881 3.8575 -0.1 0.0 -0.1
C 1.1228 3.8472 4.3086 0.0 0.2 0.0
C 1.0341 4.6466 5.4482 0.1 -0.1 -0.1
C 0.2248 2.2173 2.6425 -0.2 0.1 0.0
C -0.0674 2.7344 1.3983 0.3 0.1 0.0
C -0.7772 4.0561 1.1593 -0.2 0.0 -0.1
C -0.7601 4.1491 -0.3813 -0.2 -0.2 0.1
C 0.0719 2.9677 -0.8209 0.1 0.0 0.1
N 0.3131 2.1548 0.2204 -0.1 -0.2 0.0
C 0.3829 2.7148 -2.1514 -0.3 0.0 0.0
C 0.6191 1.4123 -2.6861 0.1 0.0 0.1
C 0.8568 1.1537 -4.0976 0.0 0.0 -0.1
C 0.8834 -0.1913 -4.2519 0.0 0.2 0.1
C 0.7114 -0.7621 -2.9313 -0.1 -0.2 0.0
C 0.8137 -2.1166 -2.6658 0.0 0.2 0.0
C 0.8395 -3.0405 -3.8422 0.0 0.0 0.1
C 2.0067 -3.6514 -4.2727 0.0 0.0 0.0
C 2.0117 -4.5328 -5.3544 0.1 0.1 0.1
C 0.8211 -4.8118 -6.0111 0.1 0.1 0.1
O 0.7147 -5.6679 -7.0672 0.1 -0.2 -0.2
C 1.9063 -6.2935 -7.4994 -0.1 0.0 0.0
C -0.3582 -4.2026 -5.5973 -0.1 0.1 0.1
C -0.3453 -3.3274 -4.5259 0.0 0.0 0.0
C 0.9308 -2.7180 -1.3788 0.1 -0.2 0.2
N 0.8607 -2.0316 -0.2112 0.1 -0.3 -0.1
C 1.1054 -2.9005 0.7965 0.1 -0.2 -0.2
C 1.1975 -2.5325 2.1769 -0.1 0.2 0.0
C 1.4815 -3.6420 3.1378 0.0 0.0 0.0
C 2.7809 -3.9792 3.4783 0.1 0.0 0.0
C 3.0533 -5.0114 4.3758 0.0 0.1 -0.1
C 2.0005 -5.7182 4.9387 0.0 0.1 -0.1
O 2.1619 -6.7394 5.8263 0.2 -0.2 0.2
C 3.4867 -7.0113 6.2345 -0.1 -0.1 0.0
C 0.6896 -5.3979 4.6013 -0.1 0.0 0.0
C 0.4369 -4.3709 3.7100 -0.1 0.0 0.0
C 1.0640 -1.2655 2.6993 0.1 -0.2 0.0
C 1.2111 -0.9453 4.1081 0.0 0.0 -0.1
C 0.9747 0.3763 4.2307 0.0 0.1 0.1
C 0.6713 0.8791 2.8947 -0.1 -0.3 -0.1
N 0.7515 -0.1110 2.0018 0.0 0.2 0.3
C 1.3344 -4.2071 0.2578 0.1 0.0 0.2
C 1.2166 -4.0948 -1.1066 0.1 0.1 -0.2
N 0.5368 0.2596 -2.0122 0.0 0.0 -0.1
C 0.5114 3.8902 -3.0783 0.0 0.0 0.0
C 1.7908 4.3305 -3.3958 0.1 0.0 0.0
C 2.0165 5.4349 -4.2154 0.1 -0.2 0.1
C 0.9361 6.1354 -4.7274 -0.1 -0.2 0.1
O 1.0532 7.2332 -5.5279 0.1 0.2 -0.1
C 2.3623 7.7300 -5.7228 -0.1 0.0 0.0
C -0.3571 5.7166 -4.4286 0.0 -0.1 0.0
C -0.5607 4.6082 -3.6201 -0.1 0.1 0.0
H 0.4607 6.6509 8.6702 0.0 0.0 0.0
H 1.1853 6.8483 7.0636 0.0 0.0 0.0
H 1.5775 5.4179 8.0454 0.0 0.0 0.0
H -2.1531 3.9453 6.3200 0.1 0.0 -0.1
H -1.9468 2.4659 4.3380 0.0 0.1 0.0
H 2.0577 3.8140 3.7590 0.0 0.0 0.0
H 1.8993 5.2103 5.7728 0.0 0.0 -0.1
H -0.3571 4.8662 1.7518 0.0 0.1 0.0
H -0.5259 5.1018 -0.8449 -0.1 0.1 0.0
H 0.9735 1.9131 -4.8576 0.0 -0.1 0.0
H 1.0558 -0.7548 -5.1574 0.0 0.0 0.0
H 2.9359 -3.4360 -3.7540 -0.1 0.0 0.0
H 2.9434 -4.9880 -5.6635 0.0 0.0 0.0
H 1.6320 -6.9336 -8.3325 0.0 0.0 0.0
H 2.3489 -6.9047 -6.7088 0.0 0.0 0.0
H 2.6455 -5.5621 -7.8372 0.0 0.0 0.0
H -1.2770 -4.4339 -6.1254 0.1 0.0 0.0
H -1.2647 -2.8525 -4.1977 0.1 0.0 0.0
H 3.6028 -3.4258 3.0365 0.0 0.0 0.0
H 4.0812 -5.2473 4.6191 -0.1 0.0 0.0
H 3.4241 -7.8005 6.9777 0.0 0.0 0.0
H 3.9563 -6.1321 6.6831 0.0 0.0 0.0
H 4.1036 -7.3549 5.4000 0.0 0.0 0.0
H -0.1178 -5.9645 5.0533 0.1 0.1 0.0
H -0.5866 -4.1112 3.4553 0.1 0.0 0.0
H 1.4537 -1.6548 4.8854 0.0 0.1 0.0
H 0.9801 0.9649 5.1368 0.0 0.0 -0.1
H 1.5647 -5.0937 0.8345 0.0 0.1 -0.1
H 1.3294 -4.8738 -1.8471 0.0 0.0 0.1
H 2.6436 3.7978 -2.9851 -0.1 0.0 0.0
H 3.0334 5.7312 -4.4382 -0.1 0.0 0.0
H 2.2614 8.6525 -6.2842 0.0 0.1 -0.1
H 2.9788 7.0299 -6.2904 0.0 -0.1 0.0
H 2.8550 7.9420 -4.7714 0.0 0.0 0.0
H -1.1927 6.2754 -4.8380 0.1 -0.1 0.0
H -1.5771 4.3015 -3.3971 0.2 0.1 0.0
O -3.0236 2.7612 -3.0017 -0.2 0.1 0.1
C -2.6033 1.7970 -2.1471 0.5 0.2 0.2
O -2.3985 0.6740 -2.5082 -0.2 -0.2 0.0
C -2.4740 2.3092 -0.7428 0.1 -0.2 0.5
C -2.3160 3.7652 -0.4189 0.2 0.2 0.1
C -2.3602 4.0112 1.1365 0.1 -0.1 -0.2
C -3.0234 2.9319 1.9084 0.0 0.3 -0.2
C -2.8578 1.6845 1.4852 0.2 -0.3 -0.1
N -2.4307 1.3892 0.1521 -0.7 0.2 -0.1
C -3.0454 0.4642 2.3941 0.0 -0.1 -0.1
O -3.8860 0.5786 3.3069 0.4 -0.1 -0.3
O -2.2487 -0.4640 2.1008 -0.2 0.2 0.2
H -3.0310 2.3339 -3.8673 -0.1 0.0 -0.2
H -2.9388 4.3971 -1.0511 0.1 0.1 0.0
H -2.7483 4.9977 1.3793 0.0 0.1 -0.1
H -3.5897 3.1320 2.8085 0.2 -0.1 0.1
N -5.4352 -4.7322 -0.9429 0.1 0.1 0.2
C -4.3976 -3.8274 -0.7596 0.0 0.0 0.0
C -3.0838 -4.2567 -0.5942 0.0 -0.1 0.0
C -2.0912 -3.3140 -0.3994 0.2 0.1 0.0
N -2.3080 -1.9992 -0.3630 0.0 0.1 -0.1
C -3.5737 -1.5958 -0.4892 0.0 -0.1 0.0
C -4.6369 -2.4557 -0.6835 -0.1 0.0 0.0
H -5.1794 -5.6374 -1.2931 0.0 -0.1 -0.1
H -6.2785 -4.3620 -1.3416 -0.1 0.0 -0.1
H -2.8365 -5.3138 -0.6164 0.0 0.1 0.0
H -1.0632 -3.6370 -0.2674 -0.2 0.0 0.0
H -3.7409 -0.5300 -0.4252 0.1 0.0 0.0
H -5.6460 -2.0643 -0.7685 0.1 0.0 0.0
```
Forces are in eV/Å.

* E_LUMO: 1.79 eV
* net charge: -1
* gap between HOMO and LUMO: 5.761 eV
* energy relative to the best compared isomer or geometry (same formula, charge and spin): 45.4 kcal/mol

Löwdin atomic charge list, values in e, 5 entries: number 1, Cd, carries 1.442; number 2, C, carries -0.103; number 3, O, carries -0.090; number 4, C, carries -0.295; number 5, C, carries 0.009

# 2
DFT (ωB97M-V/def2-TZVPD) results for a single C2H2F2S molecule at a distorted geometry.

```
7
Properties=species:S:1:pos:R:3:forces:R:3
C 0.9565 0.3433 -0.3014 0.3 -1.9 -1.0
C 0.3571 -1.0273 -0.0780 -2.1 0.4 -0.4
F 2.2830 0.4379 -0.0210 -0.4 0.0 0.1
F 0.9680 -2.0411 0.5294 1.5 -0.2 0.5
S 0.5610 -0.7207 -1.8107 1.0 1.0 0.0
H 0.4868 1.3153 -0.2546 -0.4 -0.2 0.3
H -0.7040 -1.2265 0.0636 0.0 1.0 0.6
```
Forces are in eV/Å.

* E_LUMO: 0.78 eV
* gap between HOMO and LUMO: 10.582 eV
* energy relative to the best compared isomer or geometry (same formula, charge and spin): 15.9 kcal/mol

Löwdin atomic charge list, values in e, 5 entries: number 1, C, carries -0.447; number 2, C, carries -0.650; number 3, F, carries -0.012; number 4, F, carries 0.016; number 5, S, carries 0.875

# 3
DFT (ωB97M-V/def2-TZVPD) results for 7 unconnected molecules or ions with the total composition C36H31F2N5O16 at a distorted geometry.

```
90
Properties=species:S:1:pos:R:3:forces:R:3
C 16.8704 12.3566 14.4566 -0.7 -0.8 2.2
C 16.9016 13.6709 14.1690 0.5 1.0 0.0
C 16.5716 14.6301 15.1083 -0.7 1.0 1.9
C 16.1833 14.1554 16.3460 -0.4 -2.2 0.9
C 16.1962 12.7447 16.7407 -0.5 2.8 0.6
C 16.5096 11.8934 15.7647 0.9 -3.1 -1.9
N 15.4548 14.9985 17.2950 -0.2 0.1 -0.2
O 15.4532 16.2073 17.1017 0.0 -0.5 0.6
O 14.8087 14.3975 18.1464 0.3 1.2 -0.2
H 17.1255 11.6493 13.7278 0.3 -0.9 -1.0
H 17.2679 13.9984 13.2436 0.3 0.3 -1.4
H 16.5547 15.7385 14.9940 0.1 -1.2 -0.3
H 15.9184 12.4416 17.7669 0.2 0.3 -0.9
H 16.5104 10.7515 15.9347 0.0 2.1 -0.2
C 14.8015 7.6580 9.6069 0.2 -0.1 0.0
C 13.8106 8.4176 9.0153 0.3 -0.7 -0.8
C 12.5214 8.2972 9.4769 0.2 0.7 0.1
C 12.2602 7.4425 10.5340 -1.0 2.0 0.0
C 13.2032 6.7002 11.1926 0.8 0.3 -0.4
C 14.5060 6.8548 10.7107 0.8 -1.0 0.1
N 10.8799 7.6552 11.0623 0.1 -0.4 -1.6
O 10.4006 6.7224 11.6517 -0.5 0.0 0.8
O 10.2938 8.6778 10.7069 0.1 -0.8 1.0
H 15.7821 7.7225 9.1236 -0.1 -0.3 0.7
H 14.0819 8.9554 8.1093 -0.3 0.3 0.3
H 11.7386 8.9678 9.1388 0.1 -0.4 -0.2
H 12.9909 6.0694 12.0360 -0.2 0.0 0.1
H 15.3035 6.2553 11.1900 -0.5 0.5 -0.4
C 18.7456 9.1093 13.4463 1.7 0.2 -0.8
C 17.8889 8.7019 14.4440 -0.5 0.3 1.4
C 16.5080 8.7517 14.2567 -1.2 -1.4 1.4
C 15.9974 9.2107 13.0621 0.1 -0.1 0.2
C 16.8352 9.5676 12.0206 0.3 -0.1 0.1
C 18.2083 9.4778 12.1890 -1.6 -0.5 2.6
N 14.5518 9.3262 12.8391 -0.1 -0.3 0.1
O 14.2134 9.7581 11.7670 -0.3 0.5 -0.9
O 13.7629 8.9759 13.6867 0.3 -0.3 0.6
H 19.8740 9.1352 13.6302 -1.8 -0.1 -0.4
H 18.1984 8.4620 15.4852 0.2 0.0 -1.1
H 15.8342 8.2955 15.0746 1.0 1.2 -1.5
H 16.4267 9.9122 11.0831 -0.1 0.0 0.0
H 18.7294 9.7696 11.3642 2.0 0.6 -1.8
C 6.5392 9.7067 8.0543 0.7 0.4 1.5
C 7.7068 10.3059 8.4671 0.9 0.8 -3.4
C 8.5519 10.8266 7.4150 0.1 -0.7 1.4
C 8.2677 10.6103 6.0773 -1.6 -0.4 1.5
C 7.0397 9.9833 5.7226 1.7 1.0 1.0
C 6.1964 9.6208 6.7383 -1.5 -1.9 -1.3
N 9.1755 11.0674 5.0231 -2.6 -0.9 0.8
O 10.1554 11.6619 5.3079 2.1 1.0 0.4
O 8.7466 10.8275 3.9290 0.5 0.0 -2.0
H 5.9255 9.2502 8.7939 -0.6 -0.2 0.4
H 8.0380 10.3403 9.4635 0.2 0.1 1.1
H 9.4904 11.2932 7.7046 -0.1 0.0 -0.2
H 6.8524 9.7859 4.7082 -0.4 -0.2 -1.0
H 5.2928 8.9945 6.5176 0.8 1.0 -0.1
C 13.9823 17.5903 15.0216 -0.7 0.0 -1.7
C 12.9209 16.9925 14.3600 -0.9 -0.1 1.7
C 13.0761 16.4556 13.1231 0.6 -1.0 -2.7
C 14.3123 16.6283 12.4992 1.5 -0.7 0.3
C 15.3746 17.3158 13.1057 -2.3 -1.2 -0.6
C 15.1481 17.8096 14.3537 1.7 1.5 0.9
N 14.5985 15.8986 11.1935 -0.9 1.8 0.8
O 15.7211 15.6134 10.8786 0.9 -0.3 0.4
O 13.6361 15.7683 10.4791 -0.8 -0.7 -0.5
H 13.8838 18.0115 15.9606 -0.4 0.5 1.8
H 11.9750 16.9160 14.8892 0.1 -0.1 -0.2
H 12.3610 15.8638 12.5072 0.1 0.7 1.0
H 16.2896 17.3994 12.6342 1.7 0.2 -1.0
H 15.9148 18.4516 14.8393 -0.4 -0.8 -0.3
C 17.6516 13.6980 8.9986 0.8 0.7 -1.0
C 17.7376 12.7156 10.1074 -0.6 -0.5 0.7
O 18.4735 13.4087 11.0877 -0.1 -0.7 0.4
C 18.9735 14.5596 10.6005 0.7 2.6 -0.2
O 19.5531 15.4045 11.2553 -1.0 -2.0 -1.3
O 18.6559 14.6840 9.2632 0.6 -0.3 2.0
F 18.3805 11.5536 9.7335 0.9 0.1 -0.2
H 16.7553 14.2396 8.8635 -1.4 0.1 0.4
H 17.9079 13.2598 8.0708 0.2 -0.7 -1.0
H 16.8104 12.3001 10.4913 -0.2 0.8 0.3
C 12.2538 12.2867 11.8166 -0.6 1.3 1.0
C 13.4688 12.7463 12.6504 0.9 -1.0 0.5
O 14.5609 12.6366 11.7263 -1.1 0.9 -0.1
C 14.0331 12.5664 10.4878 2.1 -1.0 -3.5
O 14.7115 12.5353 9.4586 -1.6 0.3 2.7
O 12.7060 12.4354 10.4798 0.1 -0.5 0.3
F 13.7227 11.7942 13.5984 -0.2 0.2 0.4
H 11.3931 12.9479 11.9218 0.1 0.1 0.1
H 11.9151 11.2904 12.1595 0.7 0.1 -0.8
H 13.5315 13.7210 13.1842 -0.4 -0.5 -0.7
```
Forces are in eV/Å.

* E_LUMO: -0.87 eV
* gap between HOMO and LUMO: 9.000 eV

Löwdin atomic charge list, values in e, 5 entries: number 1, C, carries -0.042; number 2, C, carries -0.065; number 3, C, carries 0.021; number 4, C, carries -0.116; number 5, C, carries -0.003